Entry 1:
Molecular formula: C16H40BCl5LiNO8
Method: DFT, ωB97M-V/def2-TZVPD

HOMO-LUMO gap (alpha / beta) = 10.66 / 3.82 eV
Charge = +1
Multiplicity = 2

```
72
Properties=species:S:1:pos:R:3:mulliken_charge:R:1
Li 0.59816 0.94664 -1.02064 -0.09
C -0.34568 3.15187 2.35844 -0.46
O 0.02632 2.10292 3.16935 -0.41
C -0.86364 1.06287 3.28596 -0.10
C -0.17129 -0.16571 3.72458 -0.83
N 1.01422 -0.50408 2.76944 0.89
H 0.67119 -0.48499 1.81967 -0.68
H 1.55577 0.34818 2.79158 0.49
C 1.86080 -1.73697 3.11705 -0.53
C 0.93749 -2.97855 3.40179 -0.12
O 1.95206 -3.93346 3.60645 -0.31
C 1.55701 -5.19962 4.16636 -0.71
H 0.51313 3.77167 2.10078 0.24
H -1.14092 3.78428 2.75310 0.38
H -0.75909 2.81624 1.40737 -0.05
H -1.46006 0.92253 2.38446 -0.14
H -1.57915 1.19408 4.09770 0.48
H -0.90348 -0.97102 3.78349 0.50
H 0.21692 -0.16359 4.74311 0.54
H 2.48806 -1.46417 3.96572 0.44
H 2.40399 -2.17746 2.28098 0.33
H 0.32374 -3.13116 2.51402 -0.11
H 0.34241 -2.82127 4.30136 0.47
H 0.91413 -5.79054 3.51395 0.27
H 1.14559 -5.15830 5.17488 0.29
H 2.56169 -5.61981 4.21294 0.27
B -0.16717 -0.60177 0.09966 1.56
H -0.53144 -1.34272 0.79432 -0.40
H 0.82582 -0.93722 -0.15664 -0.19
H -0.83503 -0.55424 -0.74648 -0.48
H -0.07532 0.36774 0.56424 -0.83
Cl 3.13218 2.40263 0.36032 1.78
O 3.58701 3.12964 1.47821 -0.50
O 1.89463 3.01479 -0.09092 -0.39
O 4.03745 2.55671 -0.70143 -0.41
O 2.85114 1.05155 0.65373 -0.49
C -3.03961 2.40966 -2.32748 -0.63
C -2.21751 3.59678 -2.69699 -0.72
C -0.71880 3.22634 -2.54196 -0.64
O -0.84051 1.88862 -1.99832 0.10
C -2.07387 1.27232 -2.45826 -0.24
H -3.82596 2.11495 -3.02238 0.40
H -3.55108 2.57005 -1.37838 0.22
H -2.51883 4.35558 -1.97481 0.27
H -2.39624 3.91872 -3.72291 0.28
H -0.19279 3.97061 -1.94405 0.40
H -0.24215 3.25054 -3.52192 0.28
H -2.54208 0.51620 -1.82805 -0.08
H -1.94197 0.83927 -3.44981 0.41
C 2.25927 0.61941 -4.74826 -0.74
C 0.97603 -0.16560 -4.99294 -0.55
C 0.67447 -0.80054 -3.61052 -0.55
O 1.17452 0.17039 -2.76464 0.04
C 2.45721 0.65911 -3.24211 -0.23
H 2.30012 1.65024 -5.10014 0.29
H 3.06521 0.11287 -5.27925 0.27
H 1.12052 -0.97009 -5.71408 0.40
H 0.23979 0.54211 -5.37399 0.20
H 1.07335 -1.79436 -3.40727 0.41
H -0.39710 -0.97790 -3.51899 0.21
H 3.23941 0.02113 -2.83073 0.29
H 2.55041 1.66127 -2.82366 0.15
C -0.64084 -3.87787 -0.21324 0.38
Cl -0.06865 -5.50590 0.05910 -0.19
Cl -1.85258 -3.56098 -1.43666 -0.17
H -1.02954 -3.54014 0.74747 -0.06
H 0.27763 -3.38516 -0.53226 0.05
C -3.86411 -0.27901 0.96148 0.62
Cl -5.22314 -0.22289 -0.17388 -0.17
Cl -4.36147 -0.76684 2.58616 -0.19
H -3.13895 -1.06016 0.73338 -0.19
H -3.30886 0.65361 0.86146 -0.06
```

---

Entry 2:
Molecular formula: C16H40IO2P2PdSi2
Method: DFT, ωB97M-V/def2-TZVPD

HOMO-LUMO gap (alpha / beta) = 6.69 / 3.72 eV
Charge = +3
Multiplicity = 5

```
64
Properties=species:S:1:pos:R:3:nbo_charge:R:1
C -7.83673 1.04410 -2.67460 -0.72
C -6.59999 0.16565 -2.65644 0.52
H -8.63211 0.53573 -3.24201 0.31
H -7.59817 2.01013 -3.13330 0.30
H -8.16647 1.24082 -1.64838 0.30
O -6.52484 -0.91779 -3.18568 -0.21
I -4.79226 0.88111 -1.60050 0.50
Pd -0.15226 -0.51865 -0.46129 0.52
P -1.37452 -1.46781 1.27614 1.13
C -0.90975 -3.19559 1.61402 -0.97
C -0.86808 -0.61362 2.80246 -0.97
H -1.36296 -1.06347 3.67670 0.29
H -3.55284 -1.75487 2.28963 0.29
H -1.12677 0.45222 2.73876 0.26
H -3.55757 -0.39859 1.11843 0.25
H 0.18537 -3.31516 1.65386 0.27
H 0.22353 -0.70584 2.89950 0.28
C -3.18719 -1.41803 1.30800 -0.96
H -1.34786 -3.51723 2.57222 0.29
H -3.59845 -2.07509 0.53009 0.26
H -1.29387 -3.82747 0.80016 0.27
P 0.12537 0.53330 -2.58656 1.02
C 1.13860 -0.39631 -3.79615 -0.95
C -1.28490 1.11239 -3.59430 -0.95
H 0.62487 2.75978 -1.75307 0.26
H 1.26481 2.51495 -3.41758 0.28
H 2.11056 1.80071 -2.00202 0.26
C 1.12911 2.05524 -2.42598 -0.94
H -1.97354 1.72564 -2.99360 0.24
H -0.91576 1.71324 -4.43972 0.28
H 1.38104 0.24706 -4.65721 0.29
H 0.59046 -1.28294 -4.14549 0.26
H -1.84899 0.25686 -3.99079 0.26
H 2.07259 -0.73291 -3.32112 0.26
C 0.06335 -2.25003 -1.39158 0.48
O 0.32389 -3.23068 -1.97652 -0.37
C 2.46804 -1.73739 2.94881 -1.14
Si 2.82333 -1.19449 1.17008 1.64
C 4.48389 -0.26954 1.10133 -1.07
C 3.07756 -2.79261 0.21107 -1.13
C 1.71839 0.13182 0.34205 -1.28
Si 1.46715 1.79287 1.29106 1.64
C 2.80270 2.93258 0.59762 -1.11
C -0.18501 2.68085 1.08017 -1.13
C 1.79272 1.68806 3.14742 -1.12
H 3.34815 -2.34755 3.19634 0.28
H 1.59971 -2.38561 3.09307 0.23
H 2.41102 -0.94984 3.70675 0.26
H 5.25194 -0.97268 1.43368 0.27
H 4.69410 0.03431 0.06713 0.24
H 4.55987 0.61836 1.73443 0.25
H 2.29916 -3.55563 0.34177 0.24
H 3.24709 -2.61605 -0.85898 0.24
H 3.99598 -3.22287 0.64139 0.28
H 2.25409 0.39446 -0.59272 0.24
H 2.59114 3.26726 -0.42493 0.24
H 2.82219 3.82897 1.23151 0.28
H 3.78867 2.45026 0.61542 0.26
H -1.04347 2.16365 1.52724 0.22
H -0.10200 3.66647 1.57603 0.29
H -0.46771 2.86127 0.03562 0.22
H 0.99553 1.19853 3.71530 0.24
H 2.75695 1.23338 3.40298 0.26
H 1.82113 2.73432 3.48228 0.27
```

---

Entry 3:
Molecular formula: C16H41N2O7S2
Method: DFT, ωB97M-V/def2-TZVPD

HOMO-LUMO gap = 7.42 eV
Charge = -1

```
68
Properties=species:S:1:pos:R:3:nbo_charge:R:1
N -2.07769 -0.78216 4.87066 -0.85
C -1.57438 -0.05833 3.69219 -0.22
C -2.60803 0.19552 2.59195 -0.42
C -3.51325 1.42158 2.75160 -0.41
C -4.33221 1.55655 4.04522 -0.67
S -6.08891 1.11106 3.98708 2.31
O -6.69870 2.01446 4.94644 -0.99
O -6.51851 1.19471 2.60285 -0.98
N -6.19411 -0.36779 4.59636 -1.28
S -6.52085 -1.66999 3.75346 2.18
O -7.87099 -1.74751 3.23520 -0.97
O -5.45781 -2.08524 2.85053 -1.00
H -2.93818 -1.26134 4.62941 0.37
H -2.30807 -0.14821 5.62064 0.35
H -1.13385 0.89205 4.02504 0.17
H -0.75320 -0.64335 3.25817 0.18
H -2.06301 0.31043 1.64623 0.21
H -3.22297 -0.70043 2.47625 0.23
H -2.89101 2.32289 2.66301 0.19
H -4.21417 1.44645 1.91117 0.24
H -3.92918 0.96611 4.86787 0.23
H -4.35813 2.60095 4.36953 0.23
H -6.46520 -2.52169 4.80289 -0.07
C 0.27448 -3.53727 -0.80416 -0.64
C -0.90195 -2.59320 -0.61441 -0.06
O -0.57576 -1.39752 0.06392 -0.53
C 0.39511 -0.56845 -0.54439 -0.07
C 0.03072 -0.08921 -1.93832 -0.64
H 0.72870 -3.77944 0.15800 0.21
H -0.07041 -4.46372 -1.26689 0.21
H 1.04442 -3.11090 -1.44997 0.20
H -1.66062 -3.06254 0.01189 0.20
H -1.37349 -2.37742 -1.58081 0.16
H 1.37331 -1.06770 -0.55860 0.15
H 0.49080 0.28638 0.12638 0.20
H -0.05181 -0.91386 -2.64900 0.19
H 0.80121 0.58537 -2.31413 0.22
H -0.92192 0.44244 -1.92323 0.21
C 4.00470 0.79942 3.52912 -0.64
C 3.30109 0.41519 2.23925 -0.07
O 2.83705 1.51823 1.48079 -0.53
C 3.81852 2.43145 1.03354 -0.06
C 4.86838 1.81749 0.12197 -0.64
H 3.34979 1.40898 4.15290 0.22
H 4.26802 -0.10223 4.08401 0.22
H 4.92539 1.35665 3.34788 0.20
H 2.40194 -0.15842 2.46502 0.20
H 3.94670 -0.22760 1.62852 0.15
H 4.29993 2.93468 1.88079 0.16
H 3.25608 3.19064 0.48874 0.19
H 5.47494 1.07155 0.63740 0.20
H 5.54110 2.59691 -0.24009 0.21
H 4.39561 1.34051 -0.73801 0.21
C 2.54003 -1.74681 -6.07369 -0.64
C 1.35602 -0.80347 -5.94811 -0.06
O 1.65120 0.40831 -5.27832 -0.53
C 2.63867 1.22875 -5.87280 -0.06
C 2.29605 1.69533 -7.27752 -0.64
H 2.95717 -1.96962 -5.09058 0.21
H 2.21523 -2.68245 -6.53142 0.21
H 3.33308 -1.33260 -6.69810 0.20
H 0.57756 -1.26578 -5.34066 0.19
H 0.91943 -0.60668 -6.93436 0.16
H 3.61508 0.72934 -5.86731 0.16
H 2.71540 2.08834 -5.20615 0.19
H 2.23893 0.86602 -7.98392 0.20
H 3.06745 2.37953 -7.63458 0.21
H 1.33907 2.21864 -7.28427 0.21
```